[1]
Computed, not measured: 8 unconnected molecules or ions with the total composition C42H47ClN2O12 in a non-equilibrium geometry, with ωB97M-V/def2-TZVPD.

Last column: Mulliken charge in e.
Element x y z (Å)
C 17.260 8.984 17.435  -1.719
C 18.462 8.443 18.320  -0.363
N 19.476 9.584 18.437  0.141
C 19.884 9.845 19.757  -0.736
C 20.592 11.008 19.689  -0.189
N 20.739 11.237 18.321  0.250
C 20.002 10.430 17.612  0.051
C 21.346 12.402 17.646  -1.053
H 16.744 9.744 17.978  0.367
H 16.711 8.325 17.378  0.756
H 17.562 9.322 16.512  0.414
H 19.125 7.630 17.909  0.343
H 17.880 8.044 19.193  0.317
H 19.594 9.126 20.515  0.435
H 21.168 11.603 20.504  0.495
H 19.892 10.507 16.510  0.382
H 22.142 12.866 18.141  -0.071
H 20.401 13.029 17.514  0.405
H 21.733 12.086 16.818  0.803
Cl 23.021 15.379 19.267  -1.279
C 25.679 19.976 22.135  -0.807
C 24.712 18.920 21.587  0.295
C 24.009 19.215 20.427  -0.209
C 24.128 20.432 19.908  -0.028
C 24.741 21.464 20.439  -0.728
C 25.583 21.187 21.505  0.587
O 26.309 22.195 22.101  -0.546
O 23.089 18.346 20.037  0.036
H 26.141 19.632 23.084  0.360
H 24.479 18.057 22.267  0.331
H 23.518 20.569 18.977  0.276
H 24.811 22.545 20.096  0.316
H 25.822 22.843 22.461  0.287
H 23.469 17.586 19.622  -0.008
C 17.541 13.764 22.663  -0.655
C 18.800 13.258 21.864  -0.925
C 19.704 14.272 21.345  0.039
C 19.527 15.641 21.788  -0.540
C 18.417 16.062 22.498  -0.756
C 17.469 15.195 22.825  0.574
O 16.389 15.621 23.558  -0.594
O 20.706 13.866 20.723  0.480
H 16.986 12.883 23.032  0.354
H 19.178 12.319 21.812  0.596
H 20.211 16.384 21.641  1.097
H 18.306 17.183 22.657  0.235
H 15.874 16.392 23.224  0.322
H 21.009 14.553 20.147  -0.130
C 24.249 14.612 23.534  -0.455
C 24.581 13.739 24.593  -0.716
C 23.672 13.625 25.717  0.835
C 22.652 14.516 25.854  -0.471
C 22.343 15.423 24.778  -0.837
C 23.045 15.337 23.567  0.327
O 22.585 16.125 22.537  -0.169
O 23.990 12.646 26.609  -0.590
H 24.826 14.406 22.706  0.547
H 25.520 13.252 24.507  0.448
H 21.895 14.647 26.715  0.148
H 21.499 16.003 24.883  0.559
H 22.806 15.930 21.551  0.140
H 23.103 12.679 27.159  0.318
C 19.074 20.289 19.951  -1.069
C 19.971 19.016 19.736  0.393
C 19.534 18.152 18.791  0.230
C 18.466 18.520 17.906  -0.458
C 17.713 19.703 18.063  -0.559
C 18.081 20.589 19.067  0.573
O 17.286 21.646 19.330  -0.591
O 20.092 16.993 18.485  -0.244
H 19.528 20.990 20.552  0.487
H 20.908 18.809 20.445  -0.013
H 18.210 17.873 17.018  0.288
H 16.987 20.101 17.441  0.447
H 16.333 21.469 19.220  0.324
H 20.818 16.813 18.901  0.222
C 26.564 11.525 17.902  -0.920
C 25.530 12.398 18.698  -0.036
C 24.760 11.855 19.760  0.093
C 24.992 10.546 20.058  -0.177
C 25.858 9.649 19.324  -0.674
C 26.575 10.159 18.223  0.691
O 27.306 9.382 17.444  -0.568
O 24.045 12.655 20.579  -0.183
H 27.105 12.064 17.195  0.470
H 25.390 13.381 18.333  0.486
H 24.307 10.163 21.059  0.106
H 26.003 8.599 19.572  0.407
H 27.360 9.648 16.517  0.325
H 23.959 13.626 20.313  -0.129
C 24.072 14.338 15.403  0.267
C 24.909 13.881 14.213  -1.299
C 24.304 13.781 12.981  0.841
C 22.957 14.125 12.752  -0.942
C 22.317 14.840 13.758  -0.523
C 22.809 14.871 15.177  0.068
O 22.077 15.257 16.151  -0.200
O 25.037 13.153 11.942  -0.563
H 24.587 14.330 16.301  0.479
H 25.811 13.718 14.261  0.781
H 22.522 14.234 11.848  0.442
H 21.223 15.110 13.561  0.270
H 22.490 15.317 16.940  0.063
H 24.457 12.628 11.373  0.306

Summary:
Largest force on an atom: 15.68 eV/Å
Relative energy (zero: lowest compared OMol25 entry of this formula, charge and spin): 0.850 eV
Molar mass: 807.29 u

***

[2]
Computed, not measured: 2 unconnected molecules or ions with the total composition C6H12S2, with ωB97M-V/def2-TZVPD.

Last column: Mulliken charge in e.
Element x y z (Å)
C -0.325 2.745 3.273  -0.628
C 0.730 3.846 3.121  -0.433
C 1.973 3.649 3.986  -0.643
S 2.907 2.165 3.522  -0.101
S 1.487 0.758 3.978  -0.132
C 0.163 1.350 2.888  -0.424
H -0.677 2.716 4.322  0.300
H -1.192 2.999 2.634  0.318
H 0.268 4.815 3.392  0.324
H 1.046 3.909 2.062  0.204
H 2.678 4.492 3.858  0.351
H 1.718 3.584 5.061  0.360
H 0.525 1.317 1.842  0.141
H -0.652 0.608 2.986  0.378
C 2.344 0.422 0.782  -0.526
C 2.393 1.650 0.263  -0.161
H 2.474 0.255 1.857  0.098
H 2.172 -0.455 0.147  0.246
H 2.564 2.527 0.898  0.096
H 2.263 1.817 -0.812  0.232

Summary:
SMILES: C1CCSSC1.C=C
Largest force on an atom: 0.77 eV/Å
Relative energy (zero: lowest compared OMol25 entry of this formula, charge and spin): 0.973 eV
Molar mass: 148.30 u

***

The records above yield Kohn-Sham gap values of 7.070 9.210 eV, respectively.
The records above yield HOMO energy values of -0.273 -0.310 Ha, respectively.